(1)
This record from the Open Molecules 2025 dataset describes 2 unconnected molecules or ions with the total composition C4H12N2O2. The level of theory is wB97M-V/def2-TZVPD.

Last column: natural (NBO) charge in e.
Element x y z (Å)
C 0.9494 -0.6673 -1.4357  -0.235
C 1.9516 0.4502 -1.1794  -0.615
N -0.4055 -0.1588 -1.2473  -0.357
O -1.3573 -1.2035 -1.4464  -0.614
H -1.5722 -1.5185 -0.5464  0.492
H -0.6198 0.5140 -1.9803  0.338
H 1.0909 -1.4713 -0.7073  0.187
H 1.1014 -1.0939 -2.4389  0.173
H 1.8442 1.2405 -1.9204  0.202
H 2.9628 0.0652 -1.2388  0.216
H 1.7952 0.8801 -0.1923  0.202
C -1.1199 1.6931 1.5315  -0.256
C -0.7486 -0.6123 1.6559  0.440
O -1.6042 0.3722 1.4239  -0.491
N -1.0563 -1.7892 1.3335  -0.739
H -0.3804 -2.4989 1.5837  0.360
H 0.1913 -0.3053 2.1551  0.132
H -1.9914 2.3373 1.6239  0.203
H -0.4727 1.8150 2.4061  0.173
H -0.5585 1.9513 0.6196  0.192

Properties
F_max in eV/Å: 0.7
HOMO energy in Eh: -0.326
Energy relative to the best compared isomer or geometry (same formula, charge and spin) in kcal per mole: 85.4
Calculated total energy in Eh: -419.512398

(2)
This record from the Open Molecules 2025 dataset describes a molecular structure, C43H54NOPTi. The level of theory is wB97M-V/def2-TZVPD.

Last column: Mulliken charge in e.
Element x y z (Å)
Ti 0.2562 -0.4070 0.0248  -2.051
C 0.0501 -2.8202 1.1611  -0.962
C 0.0439 -2.9701 -0.2409  0.930
C -1.1232 -2.2943 -0.7242  1.053
C -1.7857 -1.7807 0.4434  -1.204
C -1.1378 -2.1931 1.6003  1.248
C -1.8448 -2.4988 2.9219  2.202
C -1.9832 -4.0342 2.9419  -1.827
C -3.2594 -1.9194 2.9450  -2.117
C -1.0944 -2.0841 4.1862  -1.583
C -2.0674 -2.5258 -1.9240  1.559
C -1.4267 -2.8480 -3.2743  -2.099
C -2.9588 -3.7289 -1.5603  -1.445
C -2.9954 -1.3063 -2.1099  -1.579
C 1.1012 -3.8521 -0.9105  1.796
C 2.3236 -4.0071 0.0091  -2.240
C 1.6470 -3.3633 -2.2715  -1.578
C 0.4819 -5.2543 -1.0746  -1.607
H 0.7793 -3.2685 1.8207  0.520
H -2.7785 -1.3643 0.4199  0.647
H -2.4451 -4.3943 2.0155  0.290
H -2.6117 -4.3374 3.7869  0.445
H -1.0075 -4.5217 3.0452  0.325
H -3.8774 -2.3738 2.1637  0.253
H -3.2730 -0.8417 2.8006  0.430
H -3.7279 -2.1366 3.9095  0.514
H -0.0782 -2.4927 4.2016  0.253
H -1.6265 -2.4686 5.0638  0.556
H -1.0197 -1.0014 4.2858  0.192
H -0.8023 -3.7410 -3.2340  0.231
H -0.8239 -2.0237 -3.6612  0.239
H -2.2260 -3.0395 -3.9958  0.678
H -2.3750 -4.6514 -1.4993  0.258
H -3.7361 -3.8630 -2.3202  0.464
H -3.4439 -3.5738 -0.5931  0.196
H -2.4805 -0.3643 -1.9289  0.158
H -3.8556 -1.3492 -1.4364  0.345
H -3.3854 -1.2866 -3.1290  0.480
H 2.7179 -3.0327 0.3017  0.323
H 3.1071 -4.5416 -0.5387  0.488
H 2.0993 -4.5921 0.9085  0.354
H 2.5594 -2.7855 -2.1307  0.245
H 0.9612 -2.7266 -2.8132  0.120
H 1.8915 -4.2292 -2.9002  0.531
H 0.0888 -5.6166 -0.1183  0.227
H 1.2458 -5.9582 -1.4245  0.569
H -0.3374 -5.2610 -1.7989  0.231
C -3.2634 1.9800 0.2226  -1.452
C -3.5137 1.7990 1.7055  0.609
C -4.8074 1.9641 2.2019  -0.867
C -5.0966 1.7980 3.5506  -0.910
C -4.0874 1.4370 4.4338  -0.800
C -2.7978 1.2699 3.9568  -0.229
C -2.4932 1.4770 2.6121  0.513
P -0.8267 1.1973 1.9482  1.197
C 0.3803 0.9300 3.3147  0.411
C 1.2220 -0.1780 3.1238  -0.219
C 2.2453 -0.4911 3.9942  -0.980
C 2.4402 0.3138 5.1091  -1.065
C 1.6434 1.4311 5.2966  -0.702
C 0.6286 1.7818 4.4018  1.116
C -0.0674 3.1065 4.6281  -1.728
C -0.3457 2.8509 1.3490  1.128
C -1.0085 4.0553 1.5793  -0.458
C -0.5653 5.2198 0.9683  -0.818
C 0.5367 5.1653 0.1156  -0.878
C 1.1910 3.9641 -0.1077  -0.385
C 0.7715 2.7871 0.5178  -0.397
C 1.4515 1.4699 0.3446  -1.757
H -4.1674 1.7557 -0.3426  0.630
H -2.4701 1.3303 -0.1452  0.008
H -2.9656 3.0065 -0.0056  0.324
H -5.6055 2.2160 1.5071  0.487
H -6.1109 1.9344 3.9076  0.390
H -4.3029 1.2749 5.4849  0.455
H -2.0143 0.9628 4.6409  0.230
H 1.0825 -0.8255 2.2542  0.614
H 2.8789 -1.3516 3.8070  0.542
H 3.2252 0.0827 5.8208  0.371
H 1.8208 2.0762 6.1521  0.452
H -0.1802 3.2991 5.6960  0.510
H -1.0432 3.1686 4.1655  0.114
H 0.5378 3.9124 4.2055  0.327
H -1.8809 4.0867 2.2266  0.341
H -1.0795 6.1576 1.1441  0.426
H 0.8842 6.0695 -0.3764  0.397
H 2.0480 3.9264 -0.7710  0.544
H 1.9945 1.2268 1.2555  1.096
H 2.1908 1.5342 -0.4413  0.841
O 1.7803 -0.9257 -0.7394  -0.178
N 1.4544 -0.2995 -2.0251  0.739
C 0.1073 0.2655 -1.9848  0.181
C 0.0553 1.6922 -2.4030  -1.482
C 1.0773 2.2656 -3.0307  -0.287
C 2.3393 1.5430 -3.2235  -1.029
C 2.5190 0.3673 -2.6201  -0.308
H -0.5625 -0.3488 -2.5696  1.400
H -0.8438 2.2564 -2.1909  0.278
H 1.0103 3.3040 -3.3432  0.454
H 3.1413 1.9730 -3.8073  0.374
H 3.4626 -0.1631 -2.5834  0.373

Properties
F_max in eV/Å: 1.6
HOMO energy in Eh: -0.253
Energy relative to the best compared isomer or geometry (same formula, charge and spin) in kcal per mole: 8.5
Calculated total energy in Eh: -2991.630376